Entry 1:
A cluster of 2 separate species, C4H8O2S in total in a non-equilibrium geometry. Source: OMol25; level of theory: the ωB97M-V functional and the def2-TZVPD basis.

Each line ends with the Löwdin charge.
Positions of all 15 atoms, in Å:
C 0.3426 -0.8583 2.2781  -0.48
C 0.3395 1.3546 -0.1801  -0.01
C 0.2673 -0.9085 -1.2525  -0.01
C -0.3268 0.0683 -0.3885  -0.31
O -0.4107 -1.0822 4.8267  -0.67
O -1.6423 -0.1284 -0.0336  0.09
S -0.7658 -0.7302 3.4009  0.63
H 1.3866 -1.1398 2.6620  -0.02
H 1.1451 0.9898 0.6131  0.15
H -0.3567 1.9823 0.2731  0.07
H 0.9481 1.7250 -0.9725  0.09
H 0.3117 -0.4500 -2.2802  0.14
H 1.2389 -1.1708 -1.0936  0.08
H -0.2927 -1.8265 -1.2257  0.11
H -2.0828 0.5409 0.5137  0.14

Calculated values
relative energy (zero: lowest compared OMol25 entry of this formula, charge and spin) = 5.9617 eV
LUMO level (spin up / spin down) = -1.35 / -1.36 eV
gap between HOMO and LUMO (spin up / spin down) = 6.41 / 6.40 eV
HOMO level (spin up / spin down) = -7.763 / -7.760 eV
F_max = 3.95 eV/A
electronic energy = -705.67653 Ha

---

Entry 2:
An isolated molecule of C19H17BrN2O5. Source: OMol25; level of theory: the ωB97M-V functional and the def2-TZVPD basis.

Each line ends with the Löwdin charge.
Positions of all 44 atoms, in Å:
C -4.7033 -1.8081 -2.6089  -0.07
O -3.7286 -1.4756 -1.6505  -0.07
C -4.1263 -1.0866 -0.4178  -0.22
C -5.4514 -0.8891 -0.0382  -0.01
C -5.7556 -0.4458 1.2369  -0.08
C -4.7522 -0.1838 2.1523  -0.09
C -3.4319 -0.3743 1.7853  -0.03
C -3.1061 -0.8274 0.5141  -0.07
C -1.6838 -1.1062 0.1560  -0.40
O -1.3044 -2.1371 -0.3526  0.10
N -0.8558 -0.0667 0.4897  0.14
C 0.5284 0.0120 0.4083  -0.13
C 1.3154 -0.9974 -0.0058  0.03
C 2.7685 -1.0631 0.0434  -0.23
C 3.4617 -1.7078 -0.9841  -0.02
C 4.8374 -1.8239 -0.9527  -0.12
C 5.5343 -1.3117 0.1292  -0.68
Br 7.4337 -1.4678 0.1829  0.72
C 4.8712 -0.6968 1.1793  -0.12
C 3.4969 -0.5764 1.1334  -0.04
C 0.9702 1.3834 0.8258  -0.42
O 0.2972 2.0497 1.5946  0.07
N 2.1015 1.8447 0.2525  0.08
C 2.5786 3.1787 0.4901  -0.06
C 2.6084 4.0407 -0.7585  -0.51
O 3.0136 5.1679 -0.7930  0.11
O 2.1414 3.3963 -1.8327  0.12
H -5.3221 -0.9431 -2.8709  0.10
H -5.3442 -2.6255 -2.2646  0.10
H -4.1483 -2.1329 -3.4873  0.10
H -6.2540 -1.0813 -0.7322  0.10
H -6.7899 -0.3040 1.5127  0.11
H -4.9946 0.1613 3.1451  0.10
H -2.6442 -0.1951 2.5029  0.12
H -1.2690 0.7611 0.9094  0.13
H 0.8226 -1.8849 -0.3787  0.11
H 2.9108 -2.1113 -1.8202  0.12
H 5.3656 -2.3140 -1.7560  0.10
H 5.4258 -0.3257 2.0274  0.10
H 2.9750 -0.1192 1.9604  0.12
H 2.5614 1.2935 -0.4540  0.14
H 3.5866 3.1716 0.9214  0.14
H 1.9007 3.6439 1.2154  0.14
H 2.1588 3.9775 -2.6096  0.14

Calculated values
SMILES = COc1ccccc1C(=O)N/C(=C/c1ccc(Br)cc1)C(=O)NCC(=O)O
relative energy (zero: lowest compared OMol25 entry of this formula, charge and spin) = 0.0402 eV
LUMO level = 0.07 eV
gap between HOMO and LUMO = 8.43 eV
HOMO level = -8.362 eV
F_max = 0.70 eV/A
electronic energy = -3793.99643 Ha

---

Entry 3:
A cluster of 14 separate species, C16H57F3N24O15 in total in a non-equilibrium geometry. Source: OMol25; level of theory: the ωB97M-V functional and the def2-TZVPD basis.

Each line ends with the Löwdin charge.
Positions of all 115 atoms, in Å:
O 0.6918 3.7244 -0.6836  0.28
H 0.1202 4.4942 -0.6371  0.16
H 1.1755 3.5409 0.1251  0.05
H 0.1726 3.0150 -1.0694  0.05
C -0.7036 0.8369 -1.8593  -0.37
O -0.0707 0.8929 -0.5786  -0.10
O -0.7786 2.1730 -2.2297  -0.21
C -0.0037 -0.2871 -2.7117  -0.56
F 1.1991 0.0143 -3.1046  0.16
F 0.2046 -1.5228 -2.1320  0.10
F -0.6671 -0.5202 -3.8180  0.17
C -0.2220 -0.1458 0.3684  -0.28
C -0.6059 0.3943 1.6681  -0.08
H -0.1062 1.3451 1.8541  0.07
H -1.6861 0.4789 1.7871  0.07
H -0.3346 -0.2991 2.4641  0.08
H 0.7628 -0.5974 0.4876  0.10
H -0.8440 -1.0026 0.1095  0.11
H -1.6661 0.3940 -1.6033  0.14
C -2.2694 -2.2483 3.8095  -0.85
O -1.3377 -2.8978 3.4956  0.05
N -2.8850 -1.3339 3.1570  0.21
N -2.9006 -2.5182 4.8793  0.19
H -3.5416 -0.7212 3.6191  0.13
H -2.2585 -0.9780 2.4492  0.07
H -3.6031 -1.8454 5.1514  0.12
H -2.6124 -3.3171 5.4261  0.13
C 1.7027 2.8911 -5.5801  -0.83
O 2.5519 2.6538 -6.3379  0.08
N 1.8516 2.9263 -4.3180  0.18
N 0.4214 3.0958 -5.9902  0.17
H 1.1010 2.9952 -3.6457  0.09
H 2.7883 2.7977 -3.9628  0.09
H -0.1513 3.3934 -5.2133  0.07
H 0.2858 3.2929 -6.9715  0.11
C -4.9162 -0.1739 -1.4015  -0.77
O -5.6462 0.7673 -1.6537  0.02
N -4.4407 -1.0162 -2.3289  0.16
N -4.6518 -0.6622 -0.2317  0.16
H -3.7013 -1.6727 -2.1229  0.08
H -4.6261 -0.6700 -3.2594  0.11
H -3.9649 -1.4003 -0.1722  0.03
H -5.1909 -0.5272 0.6117  0.12
C -0.0109 1.7113 5.6376  -0.84
O -0.2384 1.3653 6.7676  0.07
N 1.1321 1.5718 4.9894  0.15
N -0.7189 2.4262 4.9220  0.19
H 1.4824 2.4324 4.5934  0.11
H 1.7339 0.9701 5.5334  0.09
H -0.5124 2.2916 3.9426  0.10
H -1.5918 2.8442 5.2107  0.14
C -2.6936 4.3606 -4.5402  -0.76
O -2.9764 5.3004 -5.2882  0.01
N -2.4325 4.5088 -3.2413  0.14
N -2.5091 3.1171 -4.7958  0.16
H -2.4513 3.7450 -2.5807  0.06
H -2.5047 5.4334 -2.8414  0.11
H -2.8773 2.7082 -5.6428  0.13
H -1.9960 2.5282 -4.1555  0.08
C 2.2865 -3.8852 1.5505  -0.78
O 1.7951 -3.1182 0.7294  0.02
N 3.3548 -3.6125 2.1946  0.17
N 1.8976 -5.0729 1.9112  0.18
H 3.9535 -4.2838 2.6539  0.12
H 3.7035 -2.6683 2.2783  0.12
H 2.4846 -5.4387 2.6472  0.11
H 1.2786 -5.6682 1.3797  0.12
C 2.8271 2.5375 1.8901  -0.74
O 1.9045 3.1786 1.4557  0.06
N 3.7498 2.8916 2.6532  0.20
N 2.7914 1.1904 1.8047  0.19
H 4.6162 2.3802 2.5644  0.14
H 3.8629 3.7677 3.1428  0.14
H 3.4086 0.5857 2.3276  0.11
H 1.8646 0.9019 1.5256  0.07
C 4.6487 -0.0810 -4.5276  -0.74
O 4.3991 -1.1309 -4.9632  0.11
N 5.7815 0.5511 -4.8405  0.14
N 3.9801 0.5823 -3.5190  0.15
H 6.4871 0.1181 -5.4192  0.11
H 5.9130 1.5264 -4.6134  0.09
H 3.1622 0.2505 -3.0279  0.07
H 4.1375 1.5788 -3.4713  0.06
C 2.3646 -1.8281 5.7882  -0.87
O 3.2705 -1.2212 6.3365  0.04
N 1.7763 -1.4647 4.7486  0.18
N 1.9550 -2.9828 6.0963  0.18
H 1.1813 -2.0289 4.1590  0.11
H 2.1601 -0.6388 4.3119  0.09
H 2.4660 -3.2884 6.9121  0.13
H 1.0632 -3.4007 5.8723  0.12
C -2.1284 -3.5198 -0.2543  -0.79
O -3.1065 -2.7994 -0.2710  0.02
N -1.6031 -4.1086 -1.2803  0.18
N -1.3114 -3.5050 0.6763  0.21
H -2.1350 -4.0330 -2.1355  0.14
H -0.9745 -4.8451 -0.9929  0.12
H -1.5902 -3.1564 1.5823  0.08
H -0.3251 -3.6526 0.5166  0.09
C -3.3972 3.0854 1.1678  -0.79
O -2.2287 3.4284 1.4796  -0.04
N -4.3304 3.0501 2.0266  0.17
N -3.6487 2.6045 -0.0122  0.21
H -5.1887 3.3851 1.6127  0.13
H -4.0736 3.2382 2.9851  0.12
H -4.5094 2.0945 -0.1512  0.08
H -2.9126 2.5490 -0.7015  0.10
C 1.9812 -3.7914 -3.5862  -0.79
O 2.5803 -3.7204 -4.6609  0.04
N 0.7132 -4.0465 -3.5016  0.15
N 2.4719 -3.7566 -2.4038  0.18
H 0.2272 -3.9233 -4.3784  0.12
H 0.0825 -4.2124 -2.7303  0.06
H 1.9569 -4.1395 -1.6238  0.09
H 3.4466 -3.5274 -2.2714  0.13

Calculated values
relative energy (zero: lowest compared OMol25 entry of this formula, charge and spin) = 9.1716 eV
LUMO level = -0.47 eV
gap between HOMO and LUMO = 8.37 eV
HOMO level = -8.848 eV
F_max = 9.62 eV/A
electronic energy = -3386.33313 Ha